(1)
3 unconnected molecules or ions with the total composition C21H51N2O2PS in a non-equilibrium geometry. Source: OMol25; level of theory: ωB97M-V/def2-TZVPD.

Computed properties:
E_HOMO	-8.04	eV
SMILES	CC(=O)OCCCC[PH3]CCCS.CCN(CC)CC.CCN(CC)CC
molar mass	426.7	u
multiplicity	1

Element x y z (Å)
C  -5.81  5.76  -5.95
C  -4.56  4.87  -6.46
O  -3.43  5.33  -6.20
O  -4.82  3.68  -7.16
C  -3.99  2.59  -6.71
C  -4.93  1.38  -6.25
C  -5.87  1.98  -5.07
C  -6.60  0.79  -4.28
P  -5.84  0.45  -2.54
C  -5.20  0.00  -0.81
C  -3.60  -0.09  -0.66
C  -2.76  0.65  -1.80
S  -2.74  2.52  -1.62
H  -6.79  5.42  -6.41
H  -5.84  5.85  -4.82
H  -5.60  6.81  -6.36
H  -3.29  2.27  -7.57
H  -3.30  2.85  -5.84
H  -4.36  0.45  -5.92
H  -5.64  1.11  -7.10
H  -5.31  2.71  -4.39
H  -6.69  2.57  -5.61
H  -6.65  -0.17  -4.91
H  -7.68  1.11  -4.10
H  -4.98  -0.56  -3.10
H  -7.19  0.15  -2.08
H  -5.40  1.82  -2.42
H  -5.70  0.68  -0.02
H  -5.60  -1.06  -0.58
H  -3.32  0.38  0.35
H  -3.31  -1.19  -0.56
H  -1.66  0.35  -1.63
H  -3.00  0.32  -2.86
H  -3.98  2.97  -1.19
C  2.41  -2.26  1.34
C  1.58  -1.08  0.83
N  1.65  0.09  1.70
C  0.65  1.11  1.37
C  0.75  1.79  0.00
C  2.98  0.60  1.99
C  3.86  1.02  0.81
H  2.12  -2.53  2.36
H  2.24  -3.13  0.70
H  3.48  -2.04  1.32
H  0.54  -1.42  0.78
H  1.89  -0.85  -0.19
H  0.64  1.88  2.15
H  -0.34  0.64  1.43
H  1.57  2.52  -0.02
H  -0.17  2.34  -0.20
H  0.90  1.08  -0.81
H  3.52  -0.16  2.57
H  2.90  1.45  2.69
H  3.83  0.30  -0.01
H  4.90  1.09  1.14
H  3.58  2.00  0.43
C  4.97  -0.75  5.59
C  5.03  -2.23  5.96
N  4.66  -3.13  4.87
C  4.44  -4.50  5.30
C  5.64  -5.27  5.86
C  5.41  -2.97  3.63
C  6.93  -3.14  3.69
H  3.99  -0.48  5.20
H  5.17  -0.14  6.47
H  5.73  -0.49  4.84
H  4.32  -2.38  6.78
H  6.02  -2.46  6.35
H  4.01  -5.08  4.47
H  3.66  -4.50  6.07
H  6.32  -5.58  5.07
H  5.29  -6.18  6.35
H  6.19  -4.69  6.60
H  5.20  -1.98  3.22
H  5.01  -3.66  2.87
H  7.37  -2.63  4.55
H  7.38  -2.72  2.79
H  7.21  -4.19  3.72

---

(2)
5 unconnected molecules or ions with the total composition C21H52ClNO9P. Source: OMol25; level of theory: ωB97M-V/def2-TZVPD.

Computed properties:
E_HOMO	-10.21	eV
charge	+1
molar mass	529.1	u
multiplicity	1

Element x y z (Å)
O  2.21  4.48  -1.58
P  1.66  2.90  -1.59
Cl  3.39  1.96  -1.05
C  1.80  2.66  -3.43
C  0.50  3.25  -4.07
C  0.63  4.56  -4.87
C  2.00  4.84  -5.43
N  3.00  4.63  -4.33
C  3.11  3.18  -4.01
H  1.54  5.05  -1.18
H  1.81  1.58  -3.59
H  -0.20  3.46  -3.26
H  0.02  2.48  -4.66
H  -0.08  4.58  -5.70
H  0.36  5.41  -4.23
H  2.28  4.15  -6.23
H  2.08  5.86  -5.80
H  2.67  5.08  -3.47
H  3.91  5.03  -4.56
H  3.94  3.05  -3.31
H  3.37  2.67  -4.94
C  -0.38  9.92  -8.37
O  -1.21  9.02  -9.08
C  -0.58  7.80  -9.42
C  -1.05  6.67  -8.52
O  -0.64  6.86  -7.17
C  -1.66  7.36  -6.34
H  -1.00  10.76  -8.08
H  0.05  9.46  -7.48
H  0.44  10.29  -9.01
H  0.51  7.89  -9.36
H  -0.85  7.56  -10.45
H  -0.63  5.73  -8.88
H  -2.14  6.60  -8.57
H  -2.45  6.62  -6.19
H  -2.11  8.27  -6.75
H  -1.21  7.60  -5.37
C  -0.47  -3.66  0.43
O  0.70  -3.72  -0.36
C  0.57  -3.15  -1.64
C  1.23  -1.78  -1.70
O  0.57  -0.83  -0.88
C  1.21  -0.62  0.37
H  -0.20  -3.98  1.43
H  -0.87  -2.64  0.48
H  -1.25  -4.32  0.03
H  -0.48  -3.06  -1.92
H  1.06  -3.81  -2.36
H  1.20  -1.42  -2.73
H  2.28  -1.88  -1.40
H  2.16  -0.10  0.21
H  1.39  -1.56  0.91
H  0.55  0.01  0.96
C  2.09  -2.35  5.09
O  1.23  -3.25  4.41
C  1.83  -4.50  4.13
C  1.39  -5.57  5.10
O  1.86  -5.33  6.41
C  0.87  -4.80  7.28
H  1.49  -1.48  5.36
H  2.50  -2.79  6.00
H  2.92  -2.03  4.45
H  2.93  -4.42  4.16
H  1.54  -4.79  3.12
H  1.79  -6.54  4.78
H  0.29  -5.65  5.10
H  0.09  -5.54  7.48
H  0.41  -3.90  6.86
H  1.37  -4.54  8.21
C  -2.81  -5.84  6.54
O  -2.31  -6.48  7.70
C  -2.73  -5.88  8.91
C  -3.84  -6.66  9.58
O  -5.03  -6.63  8.81
C  -5.27  -7.82  8.08
H  -2.54  -6.46  5.69
H  -3.90  -5.74  6.58
H  -2.37  -4.85  6.42
H  -3.06  -4.85  8.73
H  -1.87  -5.84  9.59
H  -4.06  -6.21  10.55
H  -3.52  -7.69  9.74
H  -5.50  -8.65  8.76
H  -4.42  -8.10  7.46
H  -6.14  -7.64  7.45

---

(3)
A molecular structure, C21H52F4NO22S8 in a non-equilibrium geometry. Source: OMol25; level of theory: ωB97M-V/def2-TZVPD.

Computed properties:
E_HOMO	-6.61	eV
charge	-1
molar mass	1003.2	u
multiplicity	1

Element x y z (Å)
C  2.64  -0.56  -0.13
C  3.17  -1.40  -1.25
F  2.15  -1.66  -2.13
S  3.91  -2.94  -0.65
O  4.60  -2.63  0.57
O  2.80  -3.84  -0.46
N  4.83  -3.56  -1.83
S  6.19  -2.80  -2.07
O  6.52  -2.88  -3.47
O  6.25  -1.46  -1.55
C  7.58  -3.77  -1.29
F  8.06  -4.69  -2.15
F  8.58  -2.90  -1.00
F  7.22  -4.39  -0.17
H  1.83  -1.05  0.40
H  2.23  0.34  -0.57
H  3.40  -0.27  0.58
H  3.92  -0.85  -1.80
O  -1.79  0.43  2.60
S  -1.23  1.24  1.56
O  0.19  1.33  1.41
O  -1.86  2.70  1.65
C  -1.77  3.39  2.92
C  -0.38  3.92  3.20
C  -1.90  0.79  0.00
H  -2.12  2.73  3.72
H  -2.48  4.21  2.85
H  0.33  3.11  3.33
H  -0.39  4.53  4.10
H  -0.03  4.53  2.36
H  -2.98  0.72  0.09
H  -1.48  -0.18  -0.26
H  -1.61  1.53  -0.74
O  -6.43  1.03  6.65
S  -5.14  0.79  7.22
O  -4.07  1.72  7.03
O  -4.67  -0.66  6.80
C  -4.64  -0.97  5.38
C  -3.48  -0.32  4.66
C  -5.33  0.48  8.94
H  -5.59  -0.71  4.93
H  -4.54  -2.06  5.33
H  -3.59  0.77  4.64
H  -3.44  -0.66  3.63
H  -2.54  -0.54  5.15
H  -6.13  -0.25  9.08
H  -5.58  1.42  9.41
H  -4.38  0.10  9.33
O  -2.87  -2.15  -1.83
S  -2.23  -2.63  -3.02
O  -1.34  -1.79  -3.76
O  -3.35  -3.20  -4.00
C  -4.44  -2.33  -4.35
C  -4.03  -1.27  -5.36
C  -1.42  -4.15  -2.67
H  -4.86  -1.88  -3.45
H  -5.20  -2.98  -4.79
H  -3.31  -0.57  -4.93
H  -4.90  -0.70  -5.68
H  -3.56  -1.73  -6.23
H  -2.10  -4.80  -2.13
H  -0.55  -3.92  -2.06
H  -1.11  -4.60  -3.61
O  1.21  -4.79  -7.29
S  1.91  -5.50  -6.26
O  1.83  -5.08  -4.90
O  3.43  -5.66  -6.70
C  4.18  -4.46  -7.03
C  4.62  -3.67  -5.82
C  1.50  -7.21  -6.34
H  3.60  -3.86  -7.73
H  5.06  -4.82  -7.56
H  3.77  -3.24  -5.29
H  5.27  -2.85  -6.11
H  5.15  -4.30  -5.11
H  1.58  -7.54  -7.38
H  0.47  -7.31  -5.99
H  2.17  -7.76  -5.70
O  -7.30  5.91  6.21
S  -6.65  5.34  5.06
O  -5.74  6.12  4.30
O  -7.78  4.76  4.09
C  -8.83  5.64  3.68
C  -8.38  6.65  2.63
C  -5.90  3.81  5.49
H  -9.26  6.14  4.55
H  -9.60  5.00  3.26
H  -7.65  7.34  3.04
H  -9.23  7.22  2.27
H  -7.91  6.14  1.79
H  -6.61  3.21  6.04
H  -5.03  4.03  6.10
H  -5.59  3.31  4.58
O  5.72  2.22  -0.67
S  6.58  3.28  -1.08
O  6.59  3.75  -2.43
O  8.06  2.93  -0.64
C  8.59  1.66  -1.08
C  8.96  1.66  -2.55
C  6.33  4.67  -0.02
H  7.88  0.86  -0.86
H  9.48  1.49  -0.48
H  8.08  1.76  -3.18
H  9.45  0.72  -2.81
H  9.63  2.49  -2.78
H  6.35  4.33  1.02
H  5.35  5.08  -0.26
H  7.11  5.40  -0.21

---

(4)
6 unconnected molecules or ions with the total composition C21H52N9O6 in a non-equilibrium geometry. Source: OMol25; level of theory: ωB97M-V/def2-TZVPD.

Computed properties:
E_HOMO	-10.93	eV
charge	+1
molar mass	526.7	u
multiplicity	1

Element x y z (Å)
N  -5.85  4.28  -3.88
C  -5.45  3.24  -2.95
C  -6.15  1.87  -3.12
C  -5.31  0.89  -3.94
C  -4.27  0.04  -3.17
C  -3.95  0.56  -1.77
N  -2.85  -0.24  -1.20
C  -1.98  0.15  -0.32
N  -1.88  1.40  0.20
N  -1.04  -0.74  0.14
O  -1.36  -2.09  0.05
H  -6.86  4.38  -3.92
H  -5.52  4.07  -4.82
H  -4.38  3.11  -3.09
H  -5.59  3.61  -1.93
H  -7.07  2.05  -3.68
H  -6.47  1.46  -2.16
H  -4.80  1.47  -4.71
H  -5.97  0.20  -4.47
H  -3.34  0.02  -3.74
H  -4.62  -0.99  -3.08
H  -4.80  0.47  -1.11
H  -3.65  1.60  -1.81
H  -2.75  -1.19  -1.55
H  -2.34  2.12  -0.33
H  -2.11  1.40  1.19
H  -0.67  -0.49  1.06
H  -2.15  -2.24  0.60
C  -3.41  3.34  -6.96
O  -3.97  2.29  -6.66
N  -2.29  3.80  -6.38
C  -1.68  5.06  -6.78
C  -1.69  3.01  -5.33
H  -3.80  4.00  -7.76
H  -0.66  4.89  -7.14
H  -1.64  5.75  -5.94
H  -2.26  5.51  -7.57
H  -1.41  2.02  -5.70
H  -2.38  2.88  -4.50
H  -0.79  3.52  -4.98
C  -2.24  1.37  3.39
O  -3.30  1.28  2.78
N  -2.07  1.48  4.70
C  -0.72  1.52  5.22
C  -3.22  1.50  5.58
H  -1.26  1.33  2.86
H  -0.51  0.63  5.83
H  -0.54  2.41  5.82
H  -0.03  1.50  4.39
H  -3.81  0.59  5.46
H  -3.87  2.35  5.36
H  -2.88  1.57  6.61
C  1.70  -1.38  3.30
O  0.93  -0.43  3.22
N  2.68  -1.49  4.20
C  3.58  -2.63  4.24
C  2.84  -0.43  5.19
H  1.66  -2.23  2.60
H  3.50  -3.16  5.19
H  4.61  -2.31  4.11
H  3.32  -3.32  3.44
H  1.94  -0.33  5.80
H  3.04  0.52  4.70
H  3.68  -0.69  5.84
C  4.64  -2.07  -0.95
O  5.81  -1.77  -1.08
N  3.62  -1.17  -0.96
C  2.25  -1.56  -0.79
C  3.95  0.23  -1.15
H  4.29  -3.11  -0.81
H  1.64  -1.29  -1.66
H  1.82  -1.09  0.10
H  2.19  -2.64  -0.66
H  4.46  0.39  -2.10
H  4.62  0.58  -0.36
H  3.03  0.82  -1.13
C  5.99  -4.93  3.50
O  5.67  -5.13  4.66
N  7.18  -5.24  2.96
C  7.49  -4.97  1.57
C  8.17  -5.89  3.80
H  5.30  -4.46  2.78
H  7.72  -5.89  1.03
H  8.35  -4.30  1.49
H  6.64  -4.49  1.10
H  7.79  -6.83  4.19
H  8.42  -5.25  4.65
H  9.07  -6.07  3.21

---

(5)
A molecular structure, C21H53AlBrFNO4. Source: OMol25; level of theory: ωB97M-V/def2-TZVPD.

Computed properties:
E_HOMO	-4.90	eV
charge	-1
molar mass	509.5	u
multiplicity	1

Element x y z (Å)
C  1.35  -3.57  -2.59
C  2.86  -3.39  -2.76
C  3.71  -4.49  -2.14
F  3.48  -5.67  -2.94
Al  5.66  -4.01  -1.94
Br  6.81  -5.95  -1.13
C  5.81  -2.57  -0.55
C  5.53  -1.17  -1.09
N  4.88  -0.29  -0.09
H  1.04  -3.35  -1.56
H  1.06  -4.61  -2.81
H  0.79  -2.92  -3.26
H  3.11  -3.35  -3.83
H  3.16  -2.43  -2.34
H  3.28  -4.76  -1.16
H  6.32  -3.54  -3.34
H  6.82  -2.61  -0.12
H  5.13  -2.77  0.29
H  4.93  -1.21  -2.02
H  6.47  -0.69  -1.38
H  3.97  -0.67  0.14
H  4.71  0.62  -0.50
C  1.48  -4.99  -6.88
C  0.06  -4.62  -6.47
O  -0.06  -3.29  -5.97
C  0.30  -2.25  -6.86
C  -0.59  -2.16  -8.09
H  2.17  -4.84  -6.04
H  1.51  -6.05  -7.16
H  1.83  -4.42  -7.73
H  -0.25  -5.24  -5.64
H  -0.63  -4.78  -7.30
H  1.35  -2.33  -7.16
H  0.20  -1.34  -6.26
H  -0.49  -3.03  -8.73
H  -0.31  -1.28  -8.68
H  -1.64  -2.06  -7.80
C  -0.33  1.64  -2.01
C  -0.39  0.12  -2.08
O  -0.06  -0.52  -0.87
C  -0.89  -0.22  0.25
C  -2.35  -0.59  0.06
H  0.65  1.97  -1.68
H  -0.52  2.06  -3.00
H  -1.08  2.05  -1.33
H  0.35  -0.25  -2.79
H  -1.38  -0.21  -2.44
H  -0.80  0.84  0.52
H  -0.46  -0.80  1.06
H  -2.82  -0.01  -0.73
H  -2.89  -0.40  0.99
H  -2.44  -1.65  -0.19
C  1.32  1.58  3.53
C  0.74  2.65  2.62
O  -0.68  2.68  2.59
C  -1.33  2.94  3.82
C  -1.01  4.30  4.41
H  0.93  0.60  3.26
H  2.40  1.56  3.43
H  1.09  1.77  4.58
H  1.03  2.45  1.59
H  1.14  3.64  2.89
H  -1.11  2.15  4.55
H  -2.39  2.88  3.58
H  0.04  4.39  4.70
H  -1.61  4.46  5.31
H  -1.24  5.10  3.70
C  -4.66  5.97  5.81
C  -4.75  4.45  5.74
O  -4.35  3.80  6.93
C  -5.11  4.10  8.09
C  -6.58  3.74  7.98
H  -3.65  6.28  6.08
H  -4.90  6.39  4.83
H  -5.37  6.39  6.52
H  -4.06  4.08  4.98
H  -5.76  4.14  5.44
H  -5.00  5.16  8.36
H  -4.64  3.52  8.89
H  -7.09  4.34  7.23
H  -7.07  3.92  8.94
H  -6.70  2.69  7.73

---

| no. | HOMO-LUMO gap (Eh) |
| --- | --- |
| 1 | 0.319 |
| 2 | 0.269 |
| 3 | 0.299 |
| 4 | 0.313 |
| 5 | 0.250 |